10
Properties=species:S:1:pos:R:3 method="wB97M-V/def2-TZVPD" multiplicity=1 e_homo_ev=-16.60 gap_ev=8.69 charge=+1 smiles="O=C1CC[N+]1=O"
O -0.790 -2.162 -0.600
C -0.421 -1.092 -0.378
C -0.319 0.312 -0.864
C 0.312 0.839 0.425
N 0.348 -0.626 0.968
O 0.885 -1.120 1.870
H 0.308 0.388 -1.756
H -1.294 0.731 -1.118
H 1.305 1.288 0.390
H -0.335 1.441 1.063

***

10
Properties=species:S:1:pos:R:3 method="wB97M-V/def2-TZVPD" multiplicity=1 e_homo_ev=-14.32 gap_ev=9.13 charge=+1
C 1.870 0.592 1.251
C -2.175 -0.823 -1.278
C 1.343 1.181 0.127
N -3.269 -1.251 -1.099
O 0.947 1.522 -0.832
O -1.186 -0.213 -1.170
H 2.538 1.203 1.897
H -3.653 -2.173 -1.425
H 0.971 0.044 1.760
H 2.614 -0.082 0.769

***

10
Properties=species:S:1:pos:R:3 method="wB97M-V/def2-TZVPD" multiplicity=1 e_homo_ev="-17.13 / -17.13" gap_ev="7.91 / 7.92" charge=+1
C 0.347 0.423 0.909
C 0.931 -0.221 -0.286
C -0.515 -0.317 -0.786
N -0.909 0.486 0.372
O 0.731 0.670 2.195
O -1.880 1.023 0.751
H 1.539 0.272 -0.985
H 1.565 -1.037 0.064
H -0.884 0.056 -1.659
H -0.925 -1.356 -0.576

***

11
Properties=species:S:1:pos:R:3 method="wB97M-V/def2-TZVPD" multiplicity=1 e_homo_ev=-2.54 gap_ev=6.38 charge=-1 smiles="C=S(=O)=C/C=N/[O-]"
C -0.382 1.347 -0.407
S -1.608 0.040 -0.403
O -2.627 0.354 0.627
C -0.505 -1.257 0.127
C 0.822 -0.983 0.223
N 1.420 0.129 -0.117
O 2.395 0.832 0.185
H -0.416 1.898 0.581
H 0.138 1.684 -1.246
H -0.843 -2.291 0.145
H 1.604 -1.754 0.285

***

11
Properties=species:S:1:pos:R:3 method="wB97M-V/def2-TZVPD" multiplicity=3 e_homo_ev="-1.56 / -4.85" gap_ev="5.63 / 7.15" charge=-1
C -0.668 -0.688 1.213
C -0.270 -0.178 -0.057
C 0.829 0.489 -0.475
N -0.281 -0.314 2.354
O 2.285 -0.295 2.862
O 0.994 1.529 3.786
S 1.248 0.719 2.566
H -1.740 -1.022 1.101
H -1.113 -0.310 -0.903
H 1.010 0.811 -1.499
H 1.817 0.475 0.052

***

11
Properties=species:S:1:pos:R:3 method="wB97M-V/def2-TZVPD" multiplicity=1 e_homo_ev=-4.33 gap_ev=8.16 charge=-1 smiles="O=CCNC(=O)[O-]"
O -0.156 1.129 2.547
C -0.488 0.712 1.461
C 0.528 0.392 0.440
N 0.140 0.127 -0.899
C -0.096 -1.165 -1.517
O -0.543 -1.040 -2.672
O 0.437 -2.100 -0.920
H -1.575 0.436 1.478
H 1.196 1.173 0.329
H 1.085 -0.465 1.013
H -0.528 0.800 -1.260

***

Relative energy (zero: lowest compared OMol25 entry of this formula, charge and spin), respectively: 78.1, 21.1, 129.9, 134.5, 0.0, 42.8 kcal per mole.